Record 1
Density functional theory data (ωB97M-V/def2-TZVPD) for a 2-piece molecular cluster, C11H14BN overall in a non-equilibrium geometry.

```
! wB97M-V def2-TZVPD RIJCOSX def2/J DEFGRID3
* xyz 0 1
B -1.0150 0.0774 1.3213
C -1.1903 1.5218 1.4112
C -2.4330 1.7761 0.9105
C -3.3388 0.8176 0.2458
C -4.6826 1.0760 -0.1835
C -5.4493 0.0911 -0.7729
C -4.9937 -1.2445 -0.7697
C -3.8155 -1.5643 -0.1364
C -2.9216 -0.6007 0.2851
N -1.6823 -0.8890 0.7397
H -0.5952 2.2120 2.0175
H -2.7254 2.8036 0.9085
H -5.0703 2.0582 -0.2446
H -6.4465 0.2518 -1.1278
H -5.6665 -2.0666 -1.1537
H -3.4957 -2.5636 -0.1140
C 4.0000 -1.2079 0.2967
C 2.5988 -0.7393 -0.0918
C 2.3087 -0.8837 -1.6273
H 4.1314 -1.9848 1.0326
H 4.6559 -0.3173 0.6595
H 4.4328 -1.5336 -0.6245
H 2.3764 0.2855 0.1094
H 1.7150 -1.0770 0.5471
H 2.8333 -1.8021 -2.0440
H 1.2744 -1.1982 -1.6103
H 2.4414 0.1110 -2.0756
*
```

HOMO   -8.457 eV
Energy   -507.0827 a.u.
Maximum force   2.699 eV Å⁻¹
SMILES   b1ccc2ccccc2n1.CCC
Relative energy (zero: lowest compared OMol25 entry of this formula, charge and spin)   229.9 kJ/mol

***

Record 2
Density functional theory data (ωB97M-V/def2-TZVPD) for C11H14BN7OTi as an isolated structure in a non-equilibrium geometry.

```
! wB97M-V def2-TZVPD RIJCOSX def2/J DEFGRID3
* xyz 2 1
H 1.0233 -1.9686 0.6953
N 0.6019 -0.6806 -0.9346
B 0.0699 0.3209 -3.2047
N 0.4910 -0.8835 -2.3038
C 0.6402 -2.1868 -2.5757
Ti 0.4819 1.1409 -0.0462
H 0.5385 -2.5417 -3.5945
C 0.8922 -2.8620 -1.3798
H 1.0509 -3.9194 -1.2599
C 0.8683 -1.8951 -0.3735
H 0.1690 0.0754 -4.3462
C 1.9005 0.8882 1.3352
H 2.2052 -0.1052 1.6639
H 1.3179 1.4220 2.1137
H 2.7495 1.5372 1.0819
N 1.0781 1.4384 -2.7930
N -1.3720 0.6426 -2.7300
N 1.1788 1.9632 -1.4798
N -1.5794 1.4719 -1.6488
C 2.2048 1.7181 -3.4441
C -2.5374 0.0475 -2.9979
H 2.2740 1.3982 -4.4808
H -2.6093 -0.6657 -3.8001
C 3.0772 2.4143 -2.6095
C -3.5456 0.5969 -2.1812
C 2.4271 2.5711 -1.3904
C -2.9274 1.5318 -1.3748
H 4.0635 2.7723 -2.8810
H -4.5923 0.3703 -2.2265
H 2.7538 3.0102 -0.4526
H -3.3017 2.2140 -0.6286
H -1.1122 2.3702 -1.7430
O -0.9416 -1.2945 2.6320
C -1.0385 -0.3784 1.8780
N -1.1195 0.5624 1.1130
*
```

HOMO   -16.444 eV
Energy   -1759.8808 a.u.
Maximum force   7.842 eV Å⁻¹
Relative energy (zero: lowest compared OMol25 entry of this formula, charge and spin)   0.0 kJ/mol

***

Record 3
Density functional theory data (ωB97M-V/def2-TZVPD) for C11H14BN7OZn as an isolated structure in a non-equilibrium geometry.

```
! wB97M-V def2-TZVPD RIJCOSX def2/J DEFGRID3
* xyz 2 1
C -0.2798 2.9948 1.0086
N -0.1004 1.7570 0.5377
N 0.0589 1.7800 -0.8242
C -0.0157 3.0522 -1.2147
C -0.2372 3.8578 -0.0923
B 0.2528 0.5054 -1.7005
N 1.3997 -0.3976 -1.1682
N 1.4991 -0.6814 0.1766
C 2.5801 -1.4681 0.3435
C 3.2017 -1.6605 -0.9076
C 2.4239 -0.9612 -1.8277
Zn -0.0113 0.1047 1.3732
N -1.0763 -0.3128 -1.7879
N -1.6772 -0.8179 -0.6571
C -2.8236 -1.4011 -1.0716
C -2.9632 -1.2709 -2.4824
C -1.8168 -0.5778 -2.8875
H -3.5175 -1.8839 -0.3999
H -1.4704 -0.2484 -3.8510
H -3.7465 -1.6151 -3.1179
H 0.5242 0.8661 -2.8002
H 2.5077 -0.8093 -2.8890
H 0.0861 3.2700 -2.2554
H 4.0839 -2.2191 -1.1175
H -0.3518 4.9101 -0.0859
H 2.8766 -1.8445 1.3134
H -0.4279 3.1911 2.0586
H -0.8732 -1.5980 1.2417
C -0.2612 -1.7274 2.1818
H 0.6105 -2.4401 2.0891
H 0.4479 -0.7156 2.9777
H -0.9449 -1.8940 3.0686
O -0.0006 -0.0200 6.1176
C 0.0177 0.0167 4.9281
N 0.0248 0.2587 3.7224
*
```

HOMO (alpha / beta)   -15.747 / -15.753 eV
Energy   -2689.5710 a.u.
Maximum force   4.386 eV Å⁻¹
Relative energy (zero: lowest compared OMol25 entry of this formula, charge and spin)   0.0 kJ/mol